No. 1
Density functional theory data (wB97M-V/def2-TZVPD) for a cluster of 3 separate species, C5H11NO in total.

CARTESIAN COORDINATES (ANGSTROEM)
H: -1.798 -1.633 0.465
N: -1.374 -1.108 -0.307
C: -0.143 -1.385 -0.413
C: 0.641 -2.344 0.440
H: 0.410 -0.859 -1.202
H: 1.596 -1.895 0.736
H: 0.081 -2.619 1.341
H: 0.872 -3.259 -0.120
C: 0.403 1.977 0.956
C: 1.362 1.075 1.127
H: 0.294 2.500 0.009
H: -0.311 2.213 1.743
H: 2.069 0.854 0.329
H: 1.485 0.527 2.058
C: -1.559 1.172 -1.644
O: -0.469 1.330 -2.142
H: -1.795 1.527 -0.624
H: -2.389 0.678 -2.181

Output
Net charge: 0
SMILES string: [H]/N=C\C.C=C.C=O
HOMO-LUMO gap (eV): 10.715
HOMO (Eh): -0.355
Spin multiplicity: 1
Energy (eV): -8898.733

Atom charges from the Mulliken analysis, given in e for atoms 1 to 2: H 0.2115; N -0.5247


No. 2
Density functional theory data (wB97M-V/def2-TZVPD) for a cluster of 2 separate species, C9H12N in total at a distorted geometry.

CARTESIAN COORDINATES (ANGSTROEM)
C: -1.856 -1.375 2.725
C: -1.580 -0.796 1.519
C: -2.018 -1.812 3.830
C: 1.778 -2.067 -1.169
C: -1.031 -0.493 0.501
C: 1.919 -1.540 -0.081
C: 2.591 -1.314 1.127
C: -1.979 0.923 -1.087
C: 0.340 1.041 -0.384
N: -0.767 0.122 -0.679
H: -2.076 -2.046 4.916
H: 1.654 -2.356 -2.119
H: 3.076 -2.308 1.344
H: 2.137 -1.062 2.096
H: 3.451 -0.526 1.014
H: -2.732 0.210 -1.612
H: -2.319 1.450 -0.111
H: -1.745 1.754 -1.697
H: 1.270 0.452 -0.050
H: 0.548 1.796 -1.186
H: 0.141 1.819 0.416
H: -0.425 -0.588 -1.321

Output
Net charge: +1
HOMO-LUMO gap (eV): 10.303
HOMO (Eh): -0.496
Spin multiplicity: 1
Energy (eV): -11002.995

Atom charges from the Mulliken analysis, given in e for atoms 1 to 2: C -1.3853; C 0.1348


No. 3
Density functional theory data (wB97M-V/def2-TZVPD) for an isolated molecule of C4H12N2 at a distorted geometry.

CARTESIAN COORDINATES (ANGSTROEM)
C: 2.213 -0.527 -1.124
N: 1.247 -0.528 -0.040
C: -0.108 -0.821 -0.454
C: -1.080 -0.716 0.719
C: -1.592 0.711 1.021
N: -0.833 1.811 0.412
H: 2.187 0.338 -1.804
H: 2.151 -1.476 -1.661
H: 3.224 -0.513 -0.723
H: 1.229 0.399 0.368
H: -0.526 -0.218 -1.278
H: -0.152 -1.826 -0.867
H: -1.944 -1.355 0.506
H: -0.576 -1.101 1.603
H: -2.644 0.786 0.700
H: -1.677 0.884 2.089
H: -0.487 1.589 -0.496
H: -0.633 2.564 1.030

Output
Net charge: 0
SMILES string: CNCCCN
HOMO-LUMO gap (eV): 9.744
HOMO (Eh): -0.315
Spin multiplicity: 1
Energy (eV): -7321.916

Atom charges from the Mulliken analysis, given in e for atoms 1 to 2: C -0.9753; N -0.3783


No. 4
Density functional theory data (wB97M-V/def2-TZVPD) for an isolated molecule of C5H10FN at a distorted geometry.

CARTESIAN COORDINATES (ANGSTROEM)
C: -0.575 -0.690 0.486
C: 0.233 0.512 0.042
C: -1.646 -1.180 -0.477
C: 0.974 1.283 1.069
C: 0.553 0.747 -1.384
N: 0.565 -1.588 0.467
F: 1.208 -1.558 1.699
H: -0.986 -0.546 1.493
H: -2.243 -0.346 -0.839
H: -2.299 -1.888 0.029
H: -1.182 -1.689 -1.317
H: 1.128 2.302 0.717
H: 1.962 0.852 1.256
H: 0.440 1.303 2.019
H: 1.614 0.947 -1.536
H: 0.001 1.630 -1.717
H: 0.254 -0.090 -2.005

Output
Net charge: 0
HOMO-LUMO gap (alpha / beta) (eV): 8.285 / 9.338
HOMO (alpha / beta) (Eh): -0.290 / -0.324
Spin multiplicity: 1
Energy (eV): -9550.666

Atom charges from the Mulliken analysis, given in e for atoms 1 to 2: C 0.4627; C 0.6983


No. 5
Density functional theory data (wB97M-V/def2-TZVPD) for a cluster of 2 separate species, C5H7NO in total.

CARTESIAN COORDINATES (ANGSTROEM)
C: 2.265 0.327 -0.456
C: 1.039 0.691 -0.186
C: -0.235 0.793 0.019
C: -1.489 0.013 -0.018
N: -2.116 0.525 1.187
C: -1.506 1.466 0.254
H: 2.937 -0.006 0.331
H: 2.623 0.283 -1.481
H: -1.993 -0.530 -0.806
H: -1.505 0.375 1.989
H: -2.042 2.238 -0.274
O: 0.628 -2.374 -0.425
H: 1.197 -2.286 0.347
H: 0.196 -1.515 -0.479

Output
Net charge: 0
SMILES string: C=C=C1[C@H]2N[C@@H]12.O
HOMO-LUMO gap (eV): 10.168
HOMO (Eh): -0.343
Spin multiplicity: 1
Energy (eV): -8830.960

Atom charges from the Mulliken analysis, given in e for atoms 1 to 2: C -0.8729; C 0.7020


No. 6
Density functional theory data (wB97M-V/def2-TZVPD) for a cluster of 15 separate species, C3H34NO16 in total at a distorted geometry.

CARTESIAN COORDINATES (ANGSTROEM)
O: -0.322 1.833 -1.413
C: -1.549 1.643 -1.218
O: -2.438 1.636 -2.108
C: -1.915 1.229 0.236
C: -2.131 2.504 1.067
N: -0.883 0.333 0.761
H: -2.821 0.633 0.298
H: -1.741 2.413 2.089
H: -1.577 3.327 0.617
H: -3.180 2.743 1.163
H: -0.775 -0.495 0.185
H: -0.001 0.833 0.753
H: 0.966 4.677 -0.951
H: 0.263 3.383 -0.446
O: 0.664 4.225 -0.162
H: 1.408 1.312 -2.642
H: 2.851 1.211 -2.229
O: 2.296 1.583 -2.928
H: -4.910 0.758 -1.169
H: -3.525 0.423 -1.700
O: -4.354 -0.008 -1.336
H: -1.070 -0.816 -2.399
H: -0.255 -2.089 -2.739
O: -1.022 -1.771 -2.257
H: 2.434 -3.715 -1.634
H: 2.247 -2.519 -2.407
O: 2.069 -2.839 -1.510
H: -0.146 -2.974 2.065
H: -1.431 -3.916 2.018
O: -0.679 -3.617 2.531
H: 2.824 -0.866 2.829
H: 2.904 0.599 3.157
O: 3.451 -0.133 2.855
H: -3.102 -1.281 2.387
H: -1.786 -0.536 2.308
O: -2.540 -0.693 2.904
H: 2.248 2.609 0.556
H: 2.421 1.244 1.196
O: 2.911 2.040 0.972
H: -4.123 -1.361 -0.173
H: -3.974 -2.797 -0.647
O: -3.985 -2.273 0.154
H: -0.145 0.891 3.361
H: 0.083 -0.387 3.908
O: 0.472 0.500 3.994
H: 4.449 0.723 -0.406
H: 3.871 -0.210 0.588
O: 4.107 -0.177 -0.349
H: 1.257 -1.271 -3.976
H: 2.585 -0.778 -3.611
O: 2.175 -1.567 -4.001
H: 1.441 -2.505 0.548
H: 2.721 -2.449 1.384
O: 1.786 -2.656 1.436

Output
Net charge: -1
HOMO-LUMO gap (eV): 8.639
HOMO (Eh): -0.231
Spin multiplicity: 1
Energy (eV): -37917.361

Atom charges from the Mulliken analysis, given in e for atoms 1 to 2: O -0.5418; C 0.0399


No. 7
Density functional theory data (wB97M-V/def2-TZVPD) for an isolated molecule of C6H7I at a distorted geometry.

CARTESIAN COORDINATES (ANGSTROEM)
C: -1.274 1.120 0.633
C: -0.292 0.117 0.000
C: -0.376 -1.366 -0.600
C: 0.810 -0.726 -0.040
C: 2.070 -0.013 -0.127
C: 1.114 0.693 -1.117
I: 1.349 -0.122 -3.166
H: -1.316 0.876 1.634
H: -2.114 0.781 0.080
H: -0.862 2.019 0.275
H: -0.522 -1.617 -1.716
H: -0.820 -2.064 -0.023
H: 2.323 0.493 0.846
H: 2.954 -0.640 -0.468

Output
Net charge: 0
SMILES string: C[C@]12C[C@@]13C[C@]23I
HOMO-LUMO gap (eV): 8.668
HOMO (Eh): -0.299
Spin multiplicity: 1
Energy (eV): -14429.586

Atom charges from the Mulliken analysis, given in e for atoms 1 to 2: C -1.2091; C 0.8887


Energy relative to the best compared isomer or geometry (same formula, charge and spin) values, unit eV, following the record order: 2.964, 6.867, 1.113, 3.952, 5.243, 2.911, 5.126.